This record from the Open Molecules 2025 dataset describes a structure of composition C39H48IN6Y at a distorted geometry. The level of theory is ωB97M-V with the def2-TZVPD basis set.

Calculated values
Molecular weight (g mol⁻¹): 816.66
Total energy (hartree): -2179.19966

```
! RIJCOSX wB97M-V def2-TZVPD def2/J DEFGRID3
* xyz 0 1
Y -0.3930 -1.3422 0.1433
C 5.4876 -1.0834 3.1902
C 4.8842 -2.0458 2.1702
C 3.9988 -1.3329 1.1796
C 4.4412 -0.8680 0.0225
C 5.7954 -0.9728 -0.5900
C 5.9042 -2.1975 -1.4916
C 3.2203 -0.2414 -0.5106
N 2.0375 -0.3036 0.0891
C 2.5693 -1.0176 1.3282
C 2.0777 -1.3346 2.5582
C 0.7880 -0.9481 3.0865
C 0.0521 -1.0251 4.2482
C 0.5020 -1.5217 5.5787
C 0.9670 -0.3727 6.4653
C -1.2443 -0.4741 3.8866
C -1.1276 -0.0956 2.5231
C -2.3131 0.4709 1.6191
C -2.5576 0.7503 0.3051
N -1.7796 0.4961 -0.7809
C -2.1336 1.1874 -1.7649
C -1.1916 1.0944 -2.8341
C 0.0824 0.6107 -2.6330
N 1.0170 0.1990 -1.4872
C 2.1931 0.2756 -2.2749
C 3.4264 0.2992 -1.8156
C 2.0319 0.2465 -3.7084
C 0.7496 0.4393 -3.9451
C 0.0963 0.3886 -5.3045
C 0.0356 1.7516 -5.9885
C 3.1059 -0.1049 -4.7012
C 3.9236 1.0926 -5.1648
C -3.4589 1.7628 -1.5979
C -3.7202 1.4315 -0.3037
C -5.0256 1.5856 0.4113
C -5.1026 2.8630 1.2311
C -4.2929 2.3171 -2.6877
C -3.9148 3.7438 -3.0446
N 0.1828 -0.1747 2.2836
C -2.4443 -0.3428 4.7683
C -2.6595 1.0905 5.2334
H 6.1330 -1.6268 3.8875
H 4.7175 -0.5702 3.7748
H 6.0994 -0.3191 2.6974
H 4.3552 -2.8609 2.6751
H 5.7085 -2.5498 1.6511
H 6.5629 -1.0457 0.1892
H 6.0547 -0.0675 -1.1477
H 5.7205 -3.1201 -0.9291
H 6.9085 -2.2642 -1.9215
H 5.1854 -2.1588 -2.3166
H 2.6615 -1.8556 3.2977
H 1.3244 -2.2318 5.4416
H -0.3158 -2.0631 6.0640
H 1.7844 0.1877 5.9974
H 1.3235 -0.7513 7.4283
H 0.1545 0.3341 6.6643
H -3.1386 0.7031 2.2799
H -1.6033 1.3661 -3.7891
H 4.3388 0.3381 -2.3706
H -0.9074 -0.0484 -5.2427
H 0.6350 -0.2974 -5.9669
H -0.5078 2.4918 -5.3934
H -0.4712 1.6633 -6.9549
H 1.0386 2.1468 -6.1746
H 2.6741 -0.5825 -5.5874
H 3.7731 -0.8697 -4.2849
H 3.2930 1.8396 -5.6554
H 4.6799 0.7682 -5.8873
H 4.4427 1.5807 -4.3352
H -5.2076 0.7181 1.0579
H -5.8527 1.5820 -0.3084
H -4.3229 2.8990 1.9980
H -6.0729 2.9249 1.7350
H -4.9980 3.7467 0.5931
H -5.3526 2.2922 -2.4110
H -4.2009 1.6827 -3.5776
H -4.0393 4.4114 -2.1858
H -4.5577 4.1090 -3.8523
H -2.8767 3.8095 -3.3853
H -2.3276 -0.9915 5.6422
H -3.3263 -0.7000 4.2258
H -1.7912 1.4685 5.7828
H -3.5298 1.1469 5.8948
H -2.8359 1.7685 4.3919
I -5.9287 -4.4690 0.9513
C -4.5749 -3.1537 0.2653
C -4.7766 -2.1767 -0.6730
N -3.5724 -1.5456 -0.8052
N -2.6099 -2.0535 -0.0130
C -3.2304 -3.0409 0.6427
H -5.6396 -1.8738 -1.2481
H -3.3343 -0.7670 -1.4113
H -2.6696 -3.6257 1.3604
H -1.2071 -2.5960 1.5459
*
```

Here are the Löwdin charges for atoms 1 to 5, given in e: 1.60 -0.09 -0.20 -0.17 -0.14



This record from the Open Molecules 2025 dataset describes a structure of composition C39H49BMoN9O5PS3Se at a distorted geometry. The level of theory is ωB97M-V with the def2-TZVPD basis set.

Calculated values
<S²>: 0.7563
Molecular weight (g mol⁻¹): 1036.77
Total energy (hartree): -6415.16884

```
! RIJCOSX wB97M-V def2-TZVPD def2/J DEFGRID3
* xyz -1 2
Mo 0.5515 0.0280 -0.0389
C -2.3753 3.3106 -5.1937
C -1.4032 2.4455 -4.4087
O -2.0731 1.3216 -3.8290
P -2.5489 1.3214 -2.2794
S -3.6512 -0.2699 -2.0562
S -0.9212 1.8073 -1.1375
O -3.4531 2.6653 -2.3164
C -3.6694 3.5725 -1.2372
C -5.0714 3.4280 -0.6761
H -1.8507 4.1561 -5.6423
H -3.1544 3.6786 -4.5299
H -2.8513 2.7178 -5.9758
H -0.9094 3.0270 -3.6252
H -0.6381 2.0309 -5.0686
H -3.5279 4.5761 -1.6495
H -2.9288 3.4097 -0.4566
H -5.8140 3.5400 -1.4683
H -5.2338 4.1983 0.0790
H -5.1923 2.4484 -0.2157
C -3.5853 -3.2842 -4.6519
O -2.4255 -4.0664 -4.9451
C -2.0262 -4.8840 -3.9154
C -2.2175 -6.2506 -4.0231
C -1.7915 -7.1083 -3.0206
C -1.1776 -6.5853 -1.8927
C -0.9628 -5.2221 -1.7834
C -1.3744 -4.3479 -2.7940
N -1.0920 -2.9873 -2.7586
C -0.8221 -2.2299 -1.6235
N -1.5673 -2.5527 -0.5535
C -1.6334 -2.0230 0.7430
C -0.9301 -0.8886 1.1615
C -1.0893 -0.5511 2.5126
C -1.9013 -1.2621 3.3789
C -2.6204 -2.3562 2.9179
C -2.4848 -2.7325 1.5976
O -3.1787 -3.8090 1.0603
C -2.9339 -5.0475 1.6951
N 0.0909 -1.3036 -1.6424
C 0.8593 -1.2804 -2.8495
C 0.7759 -0.1898 -3.7018
C 1.4483 -0.1715 -4.9136
C 2.2340 -1.2466 -5.2838
C 2.3480 -2.3377 -4.4374
C 1.6648 -2.3663 -3.2311
O 1.7015 -3.4348 -2.3837
C 2.7294 -4.3805 -2.5630
H -3.7688 -2.6698 -5.5304
H -3.4417 -2.6358 -3.7878
H -4.4479 -3.9342 -4.4724
H -2.7066 -6.6340 -4.9097
H -1.9356 -8.1759 -3.1243
H -0.8458 -7.2423 -1.0985
H -0.4376 -4.8228 -0.9270
H -1.0325 -2.5078 -3.6435
H -2.3172 -3.2040 -0.7304
H -0.5574 0.3072 2.9014
H -1.9813 -0.9722 4.4202
H -3.2871 -2.8968 3.5786
H -3.4831 -5.8032 1.1347
H -3.2826 -5.0513 2.7312
H -1.8672 -5.2955 1.6800
H 0.1623 0.6448 -3.3988
H 1.3527 0.6809 -5.5741
H 2.7810 -1.2362 -6.2172
H 2.9681 -3.1776 -4.7199
H 2.7176 -5.0084 -1.6734
H 3.7091 -3.9015 -2.6478
H 2.5556 -5.0061 -3.4446
B 2.4474 -0.1472 3.1005
N 2.0455 1.1902 2.4309
C 2.4064 2.3592 2.9728
C 1.6864 3.3729 2.3660
C 0.8905 2.7155 1.4328
N 1.1141 1.3943 1.4807
N 2.3164 -1.3781 2.1617
C 2.7123 -2.5902 2.5592
C 2.2941 -3.5251 1.6268
C 1.6332 -2.7726 0.6647
N 1.6623 -1.4747 0.9909
H 3.5984 -0.0560 3.4487
H 1.7061 -0.3219 4.0470
H 3.1482 2.3917 3.7524
H 1.7499 4.4320 2.5481
H 0.1896 3.1299 0.7282
H 3.2628 -2.7114 3.4767
H 2.4381 -4.5917 1.6444
H 1.1478 -3.1058 -0.2306
N -1.8907 3.3455 4.0840
C -2.8069 2.4290 3.6602
N -3.5797 1.8638 4.6256
S -2.9716 2.0300 2.0692
H -1.5890 3.3210 5.0454
H -1.1727 3.5494 3.4060
H -3.6844 2.2929 5.5291
H -4.3201 1.2743 4.2898
Se 2.8653 1.2068 -1.0054
C 4.0381 0.5828 -2.3753
C 4.3288 1.4070 -3.4634
C 5.2693 1.0252 -4.4061
C 5.9384 -0.1854 -4.2796
C 5.6605 -1.0058 -3.1951
C 4.7200 -0.6268 -2.2494
H 3.8121 2.3549 -3.5483
H 5.4930 1.6794 -5.2416
H 6.6854 -0.4774 -5.0081
H 6.2000 -1.9402 -3.0810
H 4.5124 -1.2586 -1.3936
*
```

Here are the Löwdin charges for atoms 1 to 5, given in e: 1.10 -0.07 -0.31 -0.38 -0.09



Which of these has the highest molecular weight? C39H49BMoN9O5PS3Se



The lowest molecular weight belongs to which entry? C39H48IN6Y



Among the records above, which one has the highest molecular weight? C39H49BMoN9O5PS3Se